# 1
DFT (wB97M-V/def2-TZVPD) results for a cluster of 4 separate species, C4H13NO3 in total.

Summary:
Spin multiplicity   1
Orbital gap   8.6 eV
LUMO energy   0.0198 Ha

Geometry (Å):
N 0.94897 -1.45376 0.98755
C 0.17830 -1.39954 -0.13124
C -1.13908 -1.09377 -0.15885
C -1.99340 -1.25162 -1.34522
C -1.82434 -0.67987 -2.52881
H 1.93465 -1.61270 0.90262
H 0.60821 -1.22285 1.90469
H 0.69098 -1.28895 -1.06394
H -1.63836 -1.07065 0.81665
H -2.86582 -1.87692 -1.17655
H -2.49589 -0.94014 -3.34924
H -1.08229 0.00777 -2.92849
H -0.38479 0.81295 0.89993
H -0.95762 2.00302 0.26191
O -0.32244 1.78275 0.95993
H 2.19340 1.17854 2.20162
H 1.04042 2.11382 2.47770
O 1.68006 1.54546 2.93131
H 1.25921 1.57273 0.02393
H 2.14862 1.69544 -1.24486
O 2.02119 1.17831 -0.44066

# 2
DFT (wB97M-V/def2-TZVPD) results for a cluster of 3 separate species, C4H13NO3 in total.

Summary:
Spin multiplicity   1
Orbital gap   10.5 eV
LUMO energy   0.0243 Ha

Geometry (Å):
C 0.23485 0.17873 -1.64487
N -0.55688 0.99283 -0.91534
C -0.75170 0.22853 1.43316
C -1.46929 0.53528 0.11541
C -2.35389 -0.63986 -0.36135
O 0.33578 -1.02289 -1.41461
H 0.74512 0.67755 -2.46945
H -0.40305 1.97939 -1.00238
H -1.36923 -0.41173 2.06159
H -0.52125 1.09583 2.04101
H 0.15364 -0.31257 1.18630
H -2.14360 1.37551 0.27084
H -2.14931 -0.88676 -1.38656
H -2.16720 -1.51510 0.24164
H -3.42078 -0.41112 -0.25440
H 3.30430 1.55433 -0.19608
H 2.66560 0.20497 -0.73287
O 2.79780 1.14945 -0.89938
H 1.80861 -1.41917 0.74443
H 2.58880 -1.69747 2.07324
O 2.67167 -1.65570 1.10966

# 3
DFT (wB97M-V/def2-TZVPD) results for a cluster of 3 separate species, C4H13NO3 in total.

Summary:
Spin multiplicity   1
Orbital gap   9.5 eV
LUMO energy   0.0248 Ha

Geometry (Å):
C -0.51031 -2.24199 0.08480
N -1.29528 -1.09515 -0.39264
C -1.77108 -0.10533 0.58554
C -0.68668 0.31148 1.60073
C 0.41708 1.19946 1.12752
O 1.57146 0.87354 1.31342
H -0.63119 -2.97341 -0.70925
H -0.91884 -2.64440 1.00651
H 0.54875 -2.03959 0.21862
H -0.72232 -0.66332 -1.10190
H -2.60341 -0.55151 1.12723
H -2.11425 0.74223 -0.01069
H -1.27234 0.71839 2.41150
H -0.19893 -0.58912 1.96168
H 0.23294 2.10216 0.53304
H -0.27922 1.09264 -1.77224
H 0.24010 1.32659 -3.07171
O 0.23151 1.76839 -2.22280
H 2.59452 -0.49450 -1.46424
H 1.64793 0.19612 -0.57762
O 1.68482 -0.57858 -1.15467

# 4
DFT (wB97M-V/def2-TZVPD) results for a cluster of 3 separate species, C4H13NO3 in total.

Summary:
Spin multiplicity   1
Orbital gap   4.9 eV
LUMO energy   -0.1175 Ha

Geometry (Å):
C -0.94473 -0.08949 1.44936
N -0.55539 -1.15988 0.57468
C 0.80407 -1.18253 0.33283
C 1.53509 1.15027 0.65639
C 1.41212 0.10746 -0.30249
O 2.70980 -0.31349 -0.82404
H -0.56788 0.88388 1.05878
H -2.02593 -0.02968 1.50745
H -0.48986 -0.21680 2.43548
H -1.12265 -1.17142 -0.27364
H 1.35173 -1.39627 1.26090
H 1.07952 -2.02439 -0.31647
H 2.36308 1.10803 1.36706
H 1.11070 2.12980 0.51254
H 0.79908 0.38915 -1.17302
H 3.32026 0.29570 -0.39559
H -2.11406 0.28591 -1.30858
O -1.25398 -0.51423 -1.99427
H -3.25079 1.46484 -1.05898
H -1.44018 -0.55368 -2.93689
O -2.72000 0.83683 -0.57150

# 5
DFT (wB97M-V/def2-TZVPD) results for a cluster of 4 separate species, C4H13NO3 in total.

Summary:
Spin multiplicity   1
Orbital gap   8.3 eV
LUMO energy   0.0231 Ha

Geometry (Å):
N -0.88982 1.85887 -0.63690
C 0.30213 1.76762 0.06929
C 0.62825 0.66828 0.77825
C 1.90500 0.53400 1.50763
C 2.29673 -0.59008 2.11104
H -1.25482 2.78530 -0.78127
H -1.60385 1.16580 -0.44462
H 0.88097 2.68316 0.12311
H 0.04986 -0.23747 0.64481
H 2.23979 1.47703 1.95250
H 3.03671 -0.56036 2.93600
H 1.73018 -1.51116 2.13005
H -0.96155 -3.63859 0.04914
H -0.62608 -2.83624 1.29704
O -1.23127 -2.86436 0.55072
H 0.08788 1.06543 -2.40172
H -0.62316 0.69028 -3.67755
O -0.31749 0.31629 -2.84609
H -2.02371 -1.39899 -0.53170
H -1.38483 -0.66057 -1.64899
O -2.24092 -0.71425 -1.18074

# 6
DFT (wB97M-V/def2-TZVPD) results for a cluster of 4 separate species, C4H13NO3 in total.

Summary:
Charge   +1
Expectation value of S²   1.38
Spin multiplicity   2
Orbital gap (spin up / spin down)   6.1 / 4.8 eV
LUMO energy (spin up / spin down)   -0.2781 / -0.3068 Ha

Geometry (Å):
O -1.27161 0.76451 -1.74946
C -2.24330 0.94817 -0.77355
C -2.15223 0.19019 0.32567
C -0.75878 -0.08364 0.81623
C -0.11362 -1.34606 0.27612
N 0.95255 -1.79822 1.05185
H -0.58977 3.31923 -1.75255
H -0.64164 3.00330 -2.41858
H -2.98097 -0.26405 0.87652
H -0.74466 -0.12340 1.90774
H -0.08564 0.71349 0.45450
H -0.89099 -2.14348 0.31382
H 0.19703 -1.31467 -0.79554
H 1.60021 -2.39811 0.53743
H 1.58855 -0.97908 1.42724
H -1.62372 0.53630 -2.61893
H 2.11976 1.05878 -1.36542
O 1.63154 0.37681 -0.87794
H 2.16391 0.34983 0.05111
H 2.59264 0.82530 2.12489
O 2.54636 0.24391 1.35511

# 7
DFT (wB97M-V/def2-TZVPD) results for a cluster of 4 separate species, C4H13NO6 in total.

Summary:
Spin multiplicity   1
Orbital gap   10.6 eV
LUMO energy   0.0191 Ha

Geometry (Å):
O -1.48547 -0.24131 -1.34006
C -2.20885 -0.77077 -0.49702
N -1.97284 -0.69441 0.81794
C -0.95617 0.16012 1.36205
C 0.46601 -0.44144 1.32703
O 1.42046 0.58240 1.44461
C -1.28802 0.48910 2.79518
O -2.20031 -0.04963 3.36490
H -3.10396 -1.33796 -0.76755
H -2.61861 -1.09913 1.46915
H -0.87245 1.08829 0.79908
H 0.63326 -1.06975 0.44508
H 0.64386 -1.12194 2.16945
H 1.36069 1.13819 0.63256
H -0.63103 1.20676 3.30117
H 3.57740 0.45902 -1.93629
H 2.19413 -0.12204 -2.35598
O 2.77231 0.68212 -2.42288
H 1.62080 1.70958 -1.49833
H 0.08161 1.52974 -1.23751
O 0.88801 1.96801 -0.88972
H 0.63228 -1.72784 -3.03610
H 0.12734 -0.95095 -1.77864
O 0.91955 -1.38617 -2.16812

# 8
DFT (wB97M-V/def2-TZVPD) results for a cluster of 2 separate species, C4H13NOPS2 in total.

Summary:
Charge   +1
Expectation value of S²   2.01
Spin multiplicity   3
Orbital gap (spin up / spin down)   5.5 / 5.5 eV
LUMO energy (spin up / spin down)   -0.1277 / -0.3028 Ha

Geometry (Å):
C 2.03329 2.60972 0.83863
C 0.37928 -3.77103 0.02220
C 0.60407 2.16888 0.36249
C 0.54994 1.04723 -0.59032
N -0.25697 0.03743 -0.49796
O -2.15984 0.11342 1.67258
P -0.42087 -1.38689 -1.75030
S -2.10606 -0.71227 -2.73824
S -1.14313 -2.75544 -0.40428
H 2.08556 2.36435 1.80587
H 1.96607 3.66295 0.74267
H 2.80853 2.21372 0.17302
H 1.15110 -3.22004 0.46038
H 0.91433 -4.15089 -0.98635
H -0.11972 -4.66733 0.60308
H 0.23628 3.08518 -0.10573
H -0.23719 1.96535 1.17198
H 1.06391 1.28029 -1.41040
H -1.39296 -0.15738 -3.75626
H -0.91374 -0.12202 0.29301
H -1.92943 0.12381 2.62286
H -3.11245 0.27094 1.47103

Let's list strongest force on any atom in order: 1.9, 1.0, 1.7, 3.3, 2.2, 5.0, 0.8, 6.7 eV/A.